[1]
{"formula": "C16H17NO", "method": "wB97M-V/def2-TZVPD", "orbital_gap_ha": 0.3156, "de_lowest_kcal_mol": 10.5, "smiles": "Cc1c[nH]c2ccccc12.Cc1ccc(O)cc1", "species": ["C", "C", "C", "C", "C", "C", "C", "C", "C", "N", "H", "H", "H", "H", "H", "H", "H", "H", "H", "C", "C", "C", "C", "C", "C", "C", "O", "H", "H", "H", "H", "H", "H", "H", "H"], "coordinates": [[1.7365, -0.3327, -2.4839], [1.2031, -2.2883, 0.6546], [1.9943, -1.3941, -0.0993], [1.2786, -1.1552, -1.3290], [0.1443, -1.9021, -1.2659], [1.6343, -2.7683, 1.8861], [2.8552, -2.4021, 2.4132], [3.2377, -1.0184, 0.4314], [3.6039, -1.4527, 1.6874], [0.0327, -2.5101, -0.0288], [-0.6471, -3.2264, 0.1435], [0.9191, -3.2880, 2.5176], [-0.6487, -1.9110, -1.9963], [3.2887, -2.7880, 3.3222], [3.8367, -0.2727, -0.0753], [1.2216, -0.6373, -3.3961], [2.7888, -0.4014, -2.7410], [4.5291, -1.0333, 2.0696], [1.3943, 0.6980, -2.3681], [-2.7738, 2.1631, 2.4088], [-1.1310, 2.2807, 0.5100], [-2.4029, 1.9687, 0.9613], [-0.7790, 2.0885, -0.8250], [-1.7253, 1.5877, -1.6994], [-3.3664, 1.5564, 0.0403], [-3.0418, 1.4225, -1.3003], [-1.4410, 1.2903, -3.0138], [-0.4003, 2.7385, 1.1668], [0.2599, 2.1983, -1.1158], [-2.4890, 3.1087, 2.8583], [-2.3932, 1.3394, 3.0240], [-4.3804, 1.4473, 0.3983], [-0.6898, 1.8032, -3.3287], [-3.8065, 1.0543, -1.9564], [-3.8427, 2.0366, 2.5296]]}

[2]
{"formula": "C16H17NO4", "method": "wB97M-V/def2-TZVPD", "orbital_gap_ha": 0.3206, "de_lowest_kcal_mol": 0.8, "smiles": "CCc1ccc(CCC(=O)Nc2ccc(C(=O)O)cc2)o1", "species": ["C", "H", "H", "H", "C", "C", "C", "C", "C", "O", "C", "H", "H", "C", "C", "O", "N", "C", "C", "C", "C", "C", "C", "H", "H", "C", "O", "O", "H", "H", "H", "H", "H", "H", "H", "H", "H", "H"], "coordinates": [[0.3001, -2.4360, -0.3676], [0.5822, -1.4029, -0.5566], [0.0446, -2.9022, -1.3157], [1.1560, -2.9538, 0.0579], [-0.8919, -2.5012, 0.5917], [-2.0597, -1.7496, 0.0504], [-3.0768, -2.1124, -0.7787], [-3.8489, -0.9444, -1.0019], [-3.2495, 0.0538, -0.2948], [-2.1648, -0.4330, 0.3513], [-3.5827, 1.5072, -0.1680], [-4.5934, 1.6177, 0.2344], [-3.5679, 1.9606, -1.1630], [-2.5842, 2.2522, 0.7243], [-1.2036, 2.1923, 0.0854], [-0.9828, 2.6598, -1.0072], [-0.2686, 1.5682, 0.8638], [1.0311, 1.1951, 0.5395], [1.6404, 1.5300, -0.6698], [2.9242, 1.1017, -0.9366], [3.6260, 0.3387, -0.0054], [3.0192, 0.0126, 1.2079], [1.7384, 0.4357, 1.4770], [1.2694, 0.1772, 2.4163], [3.5731, -0.5769, 1.9223], [4.9958, -0.1409, -0.2590], [5.6426, -0.8145, 0.5071], [5.4874, 0.2412, -1.4508], [6.3870, -0.1051, -1.5550], [3.3925, 1.3554, -1.8742], [1.0970, 2.1151, -1.3923], [-0.5954, 1.1922, 1.7435], [-2.5838, 1.8261, 1.7278], [-2.8828, 3.3004, 0.7839], [-4.7273, -0.8604, -1.6084], [-3.2578, -3.0877, -1.1818], [-0.6062, -2.0702, 1.5534], [-1.1790, -3.5420, 0.7489]]}

[3]
{"formula": "C16H18AuN4STe", "method": "wB97M-V/def2-TZVPD", "orbital_gap_ha": 0.2440, "total_charge": -1, "species": ["Au", "C", "C", "N", "C", "S", "N", "N", "C", "C", "C", "C", "C", "C", "C", "N", "H", "H", "H", "H", "H", "H", "H", "H", "H", "H", "H", "H", "H", "Te", "C", "C", "C", "C", "C", "C", "H", "H", "H", "H", "H"], "coordinates": [[11.0541, 7.7126, 5.3154], [13.8285, 6.5166, 10.4490], [14.0662, 5.4216, 9.4401], [13.9494, 5.8254, 8.0387], [12.7690, 5.8191, 7.3630], [12.9420, 6.2394, 5.6734], [11.7059, 5.4536, 8.0079], [10.6061, 5.3241, 7.2014], [9.4964, 5.2624, 7.8124], [9.3766, 5.2934, 9.2991], [8.2327, 5.3417, 7.0212], [7.0609, 5.8407, 7.6353], [5.9546, 6.0902, 6.8300], [6.0499, 5.7488, 5.4980], [7.2178, 5.1718, 4.9933], [8.2974, 4.9883, 5.7375], [14.1348, 6.2301, 11.4421], [12.8200, 6.9175, 10.4591], [14.5078, 7.3452, 10.2437], [13.3241, 4.6381, 9.5621], [15.0786, 4.9670, 9.6200], [14.6315, 6.4532, 7.6537], [10.2411, 4.8174, 9.7714], [8.4333, 4.8236, 9.6234], [9.3784, 6.3253, 9.6544], [7.0236, 6.1823, 8.6894], [5.0548, 6.5969, 7.2167], [5.2553, 5.9598, 4.7907], [7.3202, 4.9718, 3.9246], [8.8324, 9.0234, 5.2517], [9.7193, 10.9226, 5.1753], [11.0918, 11.1020, 5.3050], [11.6352, 12.3784, 5.2555], [10.8265, 13.4858, 5.0407], [9.4548, 13.3122, 4.8876], [8.8884, 12.0233, 4.9449], [11.7723, 10.3072, 5.5444], [12.6818, 12.5580, 5.3578], [11.2547, 14.4698, 4.9323], [8.8465, 14.1741, 4.7030], [7.8101, 11.8862, 4.7924]]}

[4]
{"formula": "C16H18BrNO8", "method": "wB97M-V/def2-TZVPD", "orbital_gap_ha": 0.3053, "smiles": "Nc1cccc2c1C(=O)C=C(Br)C2=O.COC(=O)OC.COC(=O)OC", "species": ["N", "C", "C", "C", "C", "C", "C", "C", "O", "C", "C", "Br", "C", "O", "H", "H", "H", "H", "H", "H", "C", "O", "C", "O", "O", "C", "H", "H", "H", "H", "H", "H", "C", "O", "C", "O", "O", "C", "H", "H", "H", "H", "H", "H"], "coordinates": [[-0.1320, -1.1140, 0.7980], [-0.2742, -1.8988, -0.3973], [-1.1379, -2.9702, -0.4557], [-1.2520, -3.6930, -1.6089], [-0.5438, -3.3523, -2.7270], [0.3069, -2.2893, -2.6658], [0.4829, -1.5483, -1.5002], [1.4924, -0.4219, -1.5299], [2.0952, -0.0788, -0.5348], [1.7639, 0.2273, -2.8523], [1.5800, -0.4914, -3.9442], [1.9696, 0.2669, -5.6491], [1.0790, -1.9100, -3.9042], [1.2577, -2.6827, -4.8200], [-0.8276, -0.3761, 0.6970], [-0.4576, -1.6487, 1.5988], [-1.7208, -3.2189, 0.4230], [-1.9164, -4.5480, -1.6447], [-0.6742, -3.9250, -3.6345], [2.1366, 1.2434, -2.8382], [-4.3432, -2.7214, 6.1544], [-3.0379, -2.3504, 6.6000], [-2.0670, -2.6095, 5.7263], [-2.2086, -3.1092, 4.6404], [-0.9119, -2.2179, 6.2611], [0.2217, -2.4427, 5.4233], [-5.0359, -2.4603, 6.9496], [-4.6134, -2.1712, 5.2547], [-4.3980, -3.7938, 5.9750], [0.1284, -1.8851, 4.4927], [0.3460, -3.5049, 5.2194], [1.0976, -2.0862, 5.9578], [2.6673, 4.2242, -0.9702], [2.4560, 5.5025, -1.5731], [1.6333, 5.4852, -2.6210], [1.0829, 4.5150, -3.0704], [1.5260, 6.7295, -3.0846], [0.6669, 6.8597, -4.2181], [3.3485, 4.3742, -0.1376], [1.7312, 3.8165, -0.5922], [3.1235, 3.5353, -1.6794], [-0.3488, 6.5578, -3.9677], [1.0422, 6.2727, -5.0547], [0.6652, 7.9101, -4.4957]]}

[5]
{"formula": "C16H18Cl2NiO17", "method": "wB97M-V/def2-TZVPD", "multiplicity": 3, "orbital_gap_ha": [0.2627, 0.2630], "species": ["Ni", "Cl", "O", "O", "O", "O", "Cl", "O", "O", "O", "O", "C", "C", "C", "O", "C", "C", "C", "O", "O", "O", "H", "H", "H", "H", "C", "C", "C", "O", "C", "C", "C", "O", "O", "O", "H", "H", "H", "H", "C", "C", "O", "C", "C", "H", "H", "H", "H", "H", "H", "H", "H", "H", "H"], "coordinates": [[-0.0448, 0.2690, 0.1500], [2.1392, 0.4102, -1.9298], [1.6792, -0.8071, -1.2410], [3.5407, 0.7198, -1.8539], [1.6587, 0.2699, -3.2691], [1.4132, 1.3563, -1.1810], [-2.5395, 1.7996, 0.9178], [-2.2137, 2.4071, 2.1479], [-3.8561, 2.1396, 0.4197], [-1.4848, 2.0891, -0.0025], [-2.3934, 0.4020, 1.0652], [-2.7573, 1.4828, -4.7925], [-2.1757, 1.3410, -3.5991], [-2.0681, 0.0256, -2.8375], [-1.2692, -0.1033, -1.9302], [-2.8199, -1.0727, -3.4614], [-3.5371, -0.8476, -4.6021], [-3.6197, 0.4698, -5.3714], [-4.4284, 0.5847, -6.2443], [-4.2101, -1.8986, -5.1639], [-1.5261, 2.3863, -2.9480], [-2.7588, 2.4201, -5.3289], [-2.7537, -2.0812, -3.0806], [-4.4571, -1.6358, -6.0536], [-2.1291, 3.1218, -3.0783], [1.5408, 2.5122, 3.4963], [2.4952, 2.9698, 4.3670], [3.9265, 2.4971, 4.3399], [4.8307, 2.8501, 5.1433], [4.1798, 1.5716, 3.1974], [3.2335, 1.1221, 2.3747], [1.8367, 1.5368, 2.4843], [0.9492, 1.1427, 1.7359], [3.5873, 0.2866, 1.3747], [2.1923, 3.7681, 5.4456], [0.5615, 2.9094, 3.7186], [5.1742, 1.1505, 3.1802], [4.5216, 0.2998, 1.1543], [2.9572, 3.9519, 5.9959], [1.8316, -2.6773, 1.8184], [0.3854, -2.1366, 2.0127], [-0.2432, -1.7758, 0.7685], [-0.4653, -2.9018, -0.2105], [-1.6573, -3.7693, 0.3055], [2.3081, -2.5983, 2.7956], [1.9400, -3.7192, 1.5170], [2.3536, -2.1383, 1.0279], [-0.1556, -2.9170, 2.5478], [0.4083, -1.2967, 2.7071], [-0.6859, -2.5039, -1.2010], [0.3903, -3.5771, -0.2125], [-1.5046, -4.1051, 1.3312], [-1.8035, -4.6462, -0.3252], [-2.4770, -3.0546, 0.3780]]}